[1]
{"formula": "C8H23BBr2NO5V", "method": "ωB97M-V/def2-TZVPD", "symbols": ["O", "V", "O", "O", "C", "C", "O", "H", "H", "H", "H", "B", "H", "H", "H", "H", "Br", "C", "C", "Br", "H", "H", "H", "H", "C", "C", "C", "O", "C", "N", "H", "H", "H", "H", "H", "H", "H", "H", "H", "H", "H"], "coordinates": [[1.32418, 0.02745, 2.89994], [-0.15016, -0.34247, 2.46221], [-0.21094, -1.89277, 2.00315], [-3.58805, 3.12874, -0.76768], [-4.29723, 2.89168, -2.02720], [-5.39404, 3.91227, -2.41620], [-5.24968, 5.30713, -2.17536], [-4.58360, 1.85082, -2.17788], [-3.59940, 3.04360, -2.85064], [-6.17386, 3.53962, -1.75204], [-5.83176, 3.76865, -3.40405], [-2.23717, 0.42877, 6.44038], [-2.20207, 0.57357, 7.50904], [-1.43105, -0.27290, 6.29185], [-3.15685, 0.01178, 6.06017], [-2.10939, 1.33522, 5.86920], [-8.00454, -4.18997, 3.12183], [-7.16457, -4.25901, 1.33296], [-8.24183, -4.41003, 0.29586], [-7.51271, -4.30202, -1.54438], [-6.47261, -5.10077, 1.36006], [-6.63130, -3.32234, 1.17060], [-8.83778, -3.50178, 0.38543], [-8.80526, -5.33572, 0.41315], [6.55816, -1.10269, -2.83503], [5.75585, -0.47643, -1.64496], [6.30225, 0.96103, -1.19744], [7.73266, 1.01113, -1.12434], [8.30226, 2.21160, -0.68189], [4.29145, -0.46017, -1.87995], [7.57680, -1.02981, -2.45403], [6.46702, -0.48647, -3.72949], [6.47110, -2.17144, -3.03073], [5.75842, -1.12636, -0.76993], [5.83473, 1.35317, -0.29426], [5.96711, 1.68837, -1.93688], [9.30978, 1.99759, -0.32524], [7.72229, 2.81465, 0.01673], [8.30412, 2.82915, -1.58007], [4.10113, 0.30992, -2.50513], [4.10638, -1.21261, -2.52779]], "largest_force_ev_per_a": 5.0, "charge": -2, "mol_weight_g_mol": 434.84, "e_homo_ev": -0.52, "de_lowest_kj_mol": 786.5}


[2]
{"formula": "C8H23Cl2O2P2Ru", "method": "ωB97M-V/def2-TZVPD", "symbols": ["C", "C", "H", "H", "H", "O", "Cl", "Ru", "P", "C", "C", "H", "H", "H", "H", "H", "H", "C", "H", "H", "H", "P", "C", "C", "H", "H", "H", "C", "H", "H", "H", "H", "H", "H", "Cl", "O", "H", "H"], "coordinates": [[2.49541, 1.04129, 1.30243], [1.32622, 0.15781, 1.17758], [3.31049, 0.51174, 1.81466], [2.21217, 1.93822, 1.87987], [2.84093, 1.36543, 0.31454], [1.02361, -0.79033, 1.87948], [0.53874, 2.02361, -0.41286], [-0.43719, -0.34245, -0.23577], [-1.59844, 0.82088, 1.35197], [-2.38494, -0.36289, 2.48910], [-0.83213, 2.00848, 2.51314], [-1.61667, 2.47658, 3.12055], [-3.46061, 2.36999, 1.40670], [-0.30656, 2.78236, 1.94425], [-2.53863, 2.44941, -0.13029], [-1.61467, -1.01093, 2.92576], [-0.12309, 1.49731, 3.17507], [-2.95923, 1.78180, 0.62843], [-2.89529, 0.17895, 3.29402], [-3.66417, 1.09171, 0.15459], [-3.11581, -0.96049, 1.93171], [1.04558, -0.75928, -1.82452], [1.18527, -2.55905, -2.04276], [0.49175, -0.13085, -3.44258], [2.86475, 0.84606, -1.85194], [3.33014, -0.69252, -2.63178], [3.27118, -0.58618, -0.85472], [2.79652, -0.24559, -1.78224], [0.22856, 0.92498, -3.32112], [1.28984, -0.23348, -4.18795], [2.01305, -2.79571, -2.72096], [0.24352, -2.93540, -2.45727], [-0.39520, -0.69325, -3.75168], [1.36581, -3.01961, -1.06532], [-2.28702, -0.53206, -1.66794], [-0.88167, -2.48883, 0.18795], [-1.00300, -2.62020, 1.14365], [-1.75927, -2.50754, -0.25376]], "spin_multiplicity": 5, "largest_force_ev_per_a": 6.0, "charge": 3, "mol_weight_g_mol": 385.19, "s_squared": 6.047, "e_homo_ev": [-20.71, -21.78]}